C5H5N3O | wB97M-V/def2-TZVPD

Properties
Spin multiplicity: 1
HOMO level (eV): -7.525
Relative energy (zero: lowest compared OMol25 entry of this formula, charge and spin) (kJ/mol): 54.2
E_LUMO (hartree): 0.0262
Electronic energy (Ha): -433.023097

Each line ends with the Mulliken charge.
Positions of all 14 atoms, in Å:
C -1.8480 -0.0587 -0.0282  0.35
C 0.0768 -0.7121 -0.0293  1.16
C 1.3919 -1.2437 0.0210  -0.74
C 2.2218 -0.1830 -0.0119  -0.54
C 0.2000 0.6248 -0.0320  -0.42
H -3.4382 -0.9719 0.0563  0.38
H 1.6596 -2.2932 0.0147  0.38
H 3.2869 -0.0994 0.0093  0.41
H 1.8937 1.9261 0.0907  0.17
H -1.4254 2.0630 -0.0030  0.16
N -1.1955 -1.1641 -0.0560  -0.73
N 1.4987 1.0249 -0.0258  -0.03
N -1.1211 1.1134 -0.0239  -0.04
O -3.2012 -0.0262 0.0179  -0.51

***

C2Cl2N2 | wB97M-V/def2-TZVPD

Properties
SMILES: N#CN=C(Cl)Cl
Spin multiplicity: 1
HOMO level (spin up / spin down) (eV): -10.532 / -10.532
Relative energy (zero: lowest compared OMol25 entry of this formula, charge and spin) (kJ/mol): 12.5
E_LUMO (spin up / spin down) (hartree): -0.0431 / -0.0431
Electronic energy (Ha): -1106.057105

Each line ends with the Mulliken charge.
Positions of all 6 atoms, in Å:
N -2.4871 -0.2555 0.0461  -0.42
C -1.3976 0.1150 -0.0531  0.46
N -0.3070 0.7427 -0.0355  -0.43
C 0.8781 0.0776 -0.0343  0.53
Cl 2.3157 0.9184 0.0852  -0.07
Cl 0.9978 -1.5982 -0.0083  -0.08

***

C4H7NO2 | wB97M-V/def2-TZVPD

Properties
Spin multiplicity: 1
HOMO level (eV): -7.715
Relative energy (zero: lowest compared OMol25 entry of this formula, charge and spin) (kJ/mol): 529.8
E_LUMO (hartree): 0.0189
Electronic energy (Ha): -361.679064

Each line ends with the Mulliken charge.
Positions of all 14 atoms, in Å:
O -1.0962 0.3901 0.8361  -0.30
C -1.2872 -0.0324 -0.7805  -0.58
C -0.0066 1.3325 0.8792  -0.25
O 1.2204 0.6972 0.9578  -0.40
C 1.7182 -0.0183 -0.1324  0.09
N 1.1503 -0.7702 -0.9551  -0.42
C -0.2667 -1.1240 -0.9522  -0.41
H -0.8760 -0.3537 1.4329  0.39
H -2.2688 -0.5234 -0.6775  0.21
H -0.1455 1.8916 -0.0467  0.47
H -0.1120 1.9344 1.7829  0.21
H 2.8013 0.1014 -0.1404  0.38
H -0.4966 -1.5351 -1.9450  0.30
H -0.3346 -1.9901 -0.2590  0.32

***

C5H28O9 | wB97M-V/def2-TZVPD

Properties
SMILES: CO.CO.CO.CO.CO.O.O.O.O
Spin multiplicity: 1
HOMO level (eV): -9.941
Relative energy (zero: lowest compared OMol25 entry of this formula, charge and spin) (kJ/mol): 199.1
E_LUMO (hartree): 0.0123
Electronic energy (Ha): -884.369556

Each line ends with the Mulliken charge.
Positions of all 42 atoms, in Å:
C -2.3139 0.5795 -2.4844  -0.40
O -1.3192 1.0323 -3.3915  -0.46
H -3.1040 1.3173 -2.3358  0.36
H -2.7615 -0.3809 -2.7462  0.32
H -1.8268 0.4357 -1.5225  0.01
H -1.7065 1.2490 -4.2444  0.24
C 2.4587 -1.7003 2.9961  -0.27
O 2.0490 -2.6276 3.9676  -0.53
H 3.5342 -1.7161 2.7767  0.29
H 1.8658 -1.7672 2.0795  0.03
H 2.3239 -0.6856 3.3777  0.17
H 1.9818 -3.5137 3.6097  0.30
C 1.2410 2.6499 1.3895  -0.63
O 0.8609 1.4238 2.0320  -0.51
H 2.3311 2.7012 1.3462  0.24
H 0.8967 2.6641 0.3534  0.21
H 0.9112 3.5017 1.9895  0.32
H -0.1200 1.5305 2.1095  0.38
C -1.4593 -2.8307 1.2496  -0.52
O -1.6338 -2.2540 -0.0185  -0.47
H -2.1278 -3.6635 1.4658  0.30
H -0.4693 -3.2696 1.4216  0.21
H -1.6043 -2.0827 2.0361  0.19
H -0.9001 -1.6515 -0.1818  0.24
C -2.6433 0.8891 1.5272  -0.19
O -1.8019 1.8408 2.1816  -0.54
H -3.4681 1.3978 1.0252  0.31
H -2.0148 0.3422 0.8237  -0.16
H -3.0297 0.1167 2.1995  0.28
H -2.3343 2.2415 2.8770  0.27
O 3.1017 0.1203 -2.4905  -0.65
H 2.9165 -0.8058 -2.2834  0.29
H 3.2993 0.1189 -3.4339  0.31
O 0.6328 -0.1330 -0.5814  -0.35
H 1.3801 0.2550 -1.0593  0.18
H 0.7050 0.2211 0.3203  0.29
O 0.5602 -1.4134 -3.4747  -0.63
H 0.2504 -1.4516 -4.3848  0.29
H -0.0852 -0.8501 -3.0234  0.31
O 1.2310 2.2011 -2.1439  -0.62
H 0.3765 2.2256 -2.5934  0.29
H 1.8160 1.7422 -2.7616  0.29

***

C7H6N4S | wB97M-V/def2-TZVPD

Properties
SMILES: N#CC1=C[C@@H](C#N)[C@](N)(S)N=C1
Spin multiplicity: 1
HOMO level (eV): -9.500
Relative energy (zero: lowest compared OMol25 entry of this formula, charge and spin) (kJ/mol): 288.5
E_LUMO (hartree): -0.0382
Electronic energy (Ha): -887.464475

Each line ends with the Mulliken charge.
Positions of all 18 atoms, in Å:
N 4.1542 0.4548 -0.3026  -0.43
C 3.0868 0.2376 0.0254  -0.12
C 1.7229 0.0613 0.2277  0.60
C 1.1024 -0.3892 -0.8420  -0.34
C -0.3943 -0.5505 -0.8240  -0.39
C -0.7227 -1.8864 -0.4341  0.02
N -0.9812 -2.8735 0.0303  -0.43
C -1.0653 0.3286 0.2677  0.57
N -2.3289 -0.2002 0.6960  -0.53
S -1.5410 2.0471 -0.6358  -0.25
N -0.2979 0.6406 1.4394  -0.53
C 0.9778 0.5288 1.4731  -0.21
H 1.7377 -0.7275 -1.6770  0.40
H -0.7462 -0.3195 -1.7794  0.62
H -2.5309 0.1924 1.6473  0.26
H -3.1024 -0.3843 -0.0350  0.26
H -0.6941 2.0970 -1.6368  0.12
H 1.6231 0.7429 2.3597  0.37

***

C19H23F3N3O | wB97M-V/def2-TZVPD

Properties
Spin multiplicity: 1
HOMO level (eV): -10.616
Charge: +1
E_LUMO (hartree): -0.1779
Electronic energy (Ha): -1276.664143

Each line ends with the Mulliken charge.
Positions of all 49 atoms, in Å:
C 0.3185 2.4621 -3.2519  -0.74
N -1.0896 2.0660 -3.1818  0.12
C -1.7690 1.8681 -4.4621  -1.20
C -1.6806 2.0122 -2.0030  -0.07
C -2.9315 1.3575 -1.7309  0.72
C -3.4344 0.3165 -2.5546  -0.31
C -4.6969 -0.2045 -2.3411  -0.88
C -5.4464 0.2278 -1.2526  0.26
C -6.8217 -0.3400 -1.0674  0.88
F -7.2954 -0.1799 0.2022  -0.25
F -7.7256 0.2604 -1.9121  -0.23
F -6.8573 -1.6822 -1.3427  -0.24
C -4.9461 1.1792 -0.3671  -0.77
C -3.6980 1.7326 -0.5971  -0.70
H 0.6392 2.3419 -4.2901  0.40
H 0.4338 3.5159 -2.9602  0.32
H 0.9350 1.8558 -2.5719  0.24
H -1.3458 2.5789 -5.1796  0.44
H -1.5908 0.8597 -4.8594  0.39
H -2.8483 2.0281 -4.3812  0.49
H -1.1594 2.5402 -1.1938  0.37
H -2.8406 -0.0831 -3.3759  0.47
H -5.0971 -0.9476 -3.0234  0.43
H -5.5332 1.4792 0.4938  0.47
H -3.2900 2.4782 0.0874  0.42
C 4.7005 -1.4205 4.7588  -0.67
C 3.5058 -0.8691 3.9843  -0.40
N 3.5019 -1.4073 2.6257  0.17
C 2.8138 -0.7205 1.6275  1.16
C 2.1340 -1.3908 0.5875  -0.58
C 1.5226 -0.6352 -0.4245  -0.53
N 1.5462 0.7015 -0.4653  -0.37
C 2.1842 1.3468 0.5212  -0.62
C 2.8248 0.6943 1.5824  -0.51
C 3.6023 -2.8609 2.5570  -0.63
C 4.7892 -3.3370 3.3936  -0.77
O 4.7103 -2.8520 4.7383  -0.36
H 5.6276 -1.0047 4.3135  0.34
H 4.6266 -1.1680 5.8278  0.34
H 2.5949 -1.1890 4.5302  0.24
H 3.5580 0.2210 3.9731  0.28
H 2.0508 -2.4750 0.5415  0.32
H 0.9929 -1.1395 -1.2374  0.38
H 2.1886 2.4385 0.4644  0.37
H 3.3445 1.2955 2.3256  0.32
H 2.6924 -3.3386 2.9677  0.35
H 3.7589 -3.1852 1.5243  0.44
H 4.7784 -4.4324 3.5007  0.35
H 5.7217 -2.9951 2.8988  0.35

***

C3H9NO3S | wB97M-V/def2-TZVPD

Properties
Spin multiplicity: 1
HOMO level (eV): -9.910
Relative energy (zero: lowest compared OMol25 entry of this formula, charge and spin) (kJ/mol): 298.4
E_LUMO (hartree): 0.0080
Electronic energy (Ha): -798.288544

Each line ends with the Mulliken charge.
Positions of all 17 atoms, in Å:
C 3.2886 0.0167 -0.4466  -1.03
C -3.4786 0.2590 0.5648  -0.54
C 2.3207 0.3254 0.7034  0.18
N 1.1549 0.5940 0.3738  -0.53
O -0.0834 -1.7832 -0.0281  -0.45
O 0.9766 -1.0302 -2.0995  -0.53
O -3.8496 -0.1052 -0.7379  -0.49
S 0.0174 -0.7651 -1.0339  0.78
H 4.2569 0.5326 -0.1464  0.33
H 3.6611 -1.0052 -0.2512  0.29
H 2.8084 0.2727 -1.3761  0.31
H -2.8266 -0.5397 0.9639  0.20
H -4.3123 0.4997 1.0936  0.37
H -2.7030 1.1073 0.5626  0.16
H 2.8277 0.3052 1.6679  0.35
H -4.5047 0.6168 -0.9614  0.31
H 0.4459 0.6993 1.1510  0.28

***

Q: Among the records above, which one has the lowest electronic energy?
A: C19H23F3N3O

***

Copy entry 5 word for word.
C7H6N4S | wB97M-V/def2-TZVPD

Properties
SMILES: N#CC1=C[C@@H](C#N)[C@](N)(S)N=C1
Spin multiplicity: 1
HOMO level (eV): -9.500
Relative energy (zero: lowest compared OMol25 entry of this formula, charge and spin) (kJ/mol): 288.5
E_LUMO (hartree): -0.0382
Electronic energy (Ha): -887.464475

Each line ends with the Mulliken charge.
Positions of all 18 atoms, in Å:
N 4.1542 0.4548 -0.3026  -0.43
C 3.0868 0.2376 0.0254  -0.12
C 1.7229 0.0613 0.2277  0.60
C 1.1024 -0.3892 -0.8420  -0.34
C -0.3943 -0.5505 -0.8240  -0.39
C -0.7227 -1.8864 -0.4341  0.02
N -0.9812 -2.8735 0.0303  -0.43
C -1.0653 0.3286 0.2677  0.57
N -2.3289 -0.2002 0.6960  -0.53
S -1.5410 2.0471 -0.6358  -0.25
N -0.2979 0.6406 1.4394  -0.53
C 0.9778 0.5288 1.4731  -0.21
H 1.7377 -0.7275 -1.6770  0.40
H -0.7462 -0.3195 -1.7794  0.62
H -2.5309 0.1924 1.6473  0.26
H -3.1024 -0.3843 -0.0350  0.26
H -0.6941 2.0970 -1.6368  0.12
H 1.6231 0.7429 2.3597  0.37